No. 1
6
Properties=species:S:1:pos:R:3:forces:R:3:mulliken_charge:R:1 method="wB97M-V/def2-TZVPD" gap_ev=10.8 smiles="NC=O" e_above_lowest_kcal_mol=38.9 lumo_ev=0.737
C 0.131 0.421 0.063 2.722 2.098 -0.724 0.185
H -0.971 -1.150 0.412 0.304 2.087 -2.192 0.271
H -2.071 0.178 0.078 4.592 -0.263 -0.707 0.291
H -0.150 1.456 0.086 1.600 1.824 0.247 0.283
N -0.961 -0.175 -0.110 -11.367 -6.419 2.534 -0.451
O 1.142 -0.223 -0.023 2.149 0.672 0.843 -0.578

---

No. 2
83
Properties=species:S:1:pos:R:3:forces:R:3:mulliken_charge:R:1 method="wB97M-V/def2-TZVPD" gap_ev=8.8 total_charge=+1 lumo_ev=-3.507
C 2.244 3.890 2.081 -0.510 -0.454 -0.965 -1.320
C 1.580 3.027 0.972 0.029 0.051 0.162 0.453
C 2.056 3.411 -0.440 -0.535 -0.703 0.350 -0.836
C 1.607 2.406 -1.517 -0.330 0.525 0.005 -0.908
C 0.105 2.134 -1.390 0.021 -0.515 -0.208 0.559
C -0.408 1.284 -2.560 0.045 0.342 0.039 -1.501
C -1.983 1.293 -2.753 0.194 1.102 -0.844 0.838
B -2.508 -0.177 -3.121 -0.214 -0.661 0.479 0.936
C -3.772 -0.897 -2.508 -0.191 0.065 -0.504 -0.992
O -1.768 -0.847 -4.061 -0.414 0.978 -0.406 -0.648
C -2.107 2.116 -4.007 0.339 -0.787 0.191 -1.527
N -2.590 3.285 -3.845 0.752 0.708 0.550 0.021
C -3.018 3.591 -2.449 -1.511 -0.912 -1.254 -0.068
N -4.473 3.807 -2.576 0.531 0.076 1.935 -0.610
C -4.986 4.716 -1.816 -0.234 0.174 -0.193 0.910
C -6.252 4.360 -1.077 -0.248 0.152 -1.310 -1.345
C -4.458 6.119 -1.651 0.375 -0.340 0.511 -1.205
C -2.891 2.172 -1.844 -0.760 -0.870 0.405 -0.389
C -2.837 2.041 -0.348 0.905 -0.220 0.187 0.531
C -2.525 0.844 0.287 -0.201 0.479 -0.688 -0.195
C -2.480 0.844 1.659 0.325 -1.521 0.725 -0.833
N -2.693 1.863 2.475 -0.147 0.403 -0.019 -0.590
C -2.989 3.009 1.873 0.170 -0.406 0.357 -0.757
C -3.056 3.102 0.502 -0.401 1.568 -0.878 -0.616
H 2.497 3.251 2.923 0.124 0.354 0.150 0.240
H 1.534 4.667 2.367 0.242 0.022 0.281 0.421
H 3.123 4.373 1.649 0.145 -0.058 0.413 0.346
H 1.745 1.954 1.127 0.225 0.128 0.076 0.185
H 0.495 3.162 1.064 0.056 -0.075 -0.172 -0.226
H 1.593 4.376 -0.683 0.444 0.118 -0.080 0.207
H 3.146 3.475 -0.423 -0.083 0.264 -0.163 0.513
H 1.786 2.867 -2.498 0.058 -0.161 0.025 0.388
H 2.167 1.466 -1.502 0.019 0.088 0.222 0.341
H -0.421 3.095 -1.314 -0.010 -0.087 -0.126 0.045
H -0.119 1.585 -0.474 0.132 0.213 0.054 0.151
H -0.066 0.250 -2.484 0.044 0.104 0.099 0.530
H 0.059 1.676 -3.475 0.009 -0.167 0.047 0.289
H -4.702 -0.328 -2.631 0.114 0.034 0.138 0.357
H -3.683 -1.137 -1.446 0.045 0.153 -0.048 0.295
H -3.926 -1.852 -3.024 -0.024 0.054 0.100 0.396
H -2.366 -1.392 -4.589 0.414 -0.579 0.224 0.328
H -1.754 1.763 -4.972 -0.133 0.122 -0.007 0.597
H -2.716 3.980 -4.573 0.074 -0.169 -0.093 0.358
H -2.439 4.351 -1.920 0.182 0.143 -0.546 0.608
H -5.963 3.708 -0.248 0.019 0.229 0.111 0.251
H -6.849 3.741 -1.754 -0.110 0.042 0.201 0.391
H -6.825 5.225 -0.748 0.044 -0.121 0.132 0.428
H -4.943 6.727 -2.421 -0.080 -0.098 0.072 0.387
H -4.728 6.535 -0.679 0.107 0.032 -0.079 0.392
H -3.380 6.202 -1.810 -0.097 0.056 0.022 0.329
H -3.890 1.776 -2.072 0.055 0.065 -0.045 0.697
H -2.300 -0.050 -0.277 0.056 -0.056 0.160 0.572
H -2.239 -0.108 2.134 -0.003 0.201 0.107 0.417
H -3.153 3.880 2.499 -0.013 -0.070 -0.019 0.391
H -3.273 4.079 0.074 0.005 -0.047 0.165 0.459
C 3.070 -3.695 2.957 0.283 0.372 -0.206 -0.795
C 2.494 -2.617 3.849 -0.266 -0.630 0.007 -0.358
O 3.399 -1.499 3.966 0.068 0.288 0.070 -0.309
C 3.370 -0.616 2.984 -0.391 -0.554 0.138 0.331
O 2.667 -0.657 2.015 0.113 0.312 -0.101 -0.518
C 4.351 0.526 3.284 0.641 0.516 0.133 0.942
F 5.527 0.074 3.728 -0.099 -0.185 -0.055 -0.251
F 3.858 1.343 4.227 -0.235 -0.128 -0.033 -0.264
F 4.587 1.260 2.197 -0.200 -0.098 -0.125 -0.246
H 4.055 -4.000 3.312 -0.067 -0.074 0.090 0.327
H 2.419 -4.560 2.939 -0.053 0.034 0.010 0.219
H 3.192 -3.336 1.935 -0.087 -0.002 -0.001 0.322
H 2.359 -3.000 4.859 0.177 0.205 0.084 0.351
H 1.520 -2.280 3.497 0.113 0.192 -0.103 0.291
C 5.761 -8.879 0.171 -0.001 0.160 0.305 -1.092
C 4.295 -9.054 -0.164 0.444 -0.169 -0.474 -0.209
O 3.479 -8.968 1.021 -0.261 0.019 0.162 -0.329
C 3.180 -7.747 1.436 0.331 -0.209 -0.569 0.419
O 3.522 -6.722 0.924 -0.172 0.175 0.246 -0.515
C 2.273 -7.828 2.672 -0.385 -0.149 0.732 0.845
F 2.704 -8.734 3.552 0.164 0.016 -0.127 -0.251
F 1.023 -8.170 2.329 0.069 0.058 -0.250 -0.272
F 2.210 -6.652 3.303 0.070 -0.133 -0.161 -0.243
H 6.066 -9.595 0.934 -0.004 -0.087 -0.094 0.308
H 6.374 -9.025 -0.717 -0.039 -0.023 -0.015 0.369
H 5.957 -7.882 0.566 -0.017 0.032 -0.102 0.307
H 4.121 -10.045 -0.576 -0.165 -0.041 0.213 0.315
H 3.963 -8.329 -0.907 -0.079 0.132 0.179 0.312

---

No. 3
12
Properties=species:S:1:pos:R:3:forces:R:3:mulliken_spin:R:1 method="wB97M-V/def2-TZVPD" gap_ev="10.2 / 7.7" e_above_lowest_kcal_mol=14.6 spin_multiplicity=2 lumo_ev="0.989 / -1.557"
C -1.560 0.093 0.269 0.524 -1.167 0.680 0.000
O -1.713 1.074 -0.613 -0.310 0.756 -0.293 0.842
C -0.213 -0.596 -0.146 -0.071 0.573 -0.044 0.118
C 0.968 0.234 0.336 -0.391 0.318 0.325 0.004
S 2.519 -0.158 -0.477 0.411 -0.050 0.042 0.007
H -2.320 -0.681 0.276 -0.523 -0.145 -0.385 0.006
H -1.407 0.378 1.313 0.017 0.601 0.160 0.022
H -0.264 -1.612 0.227 0.300 -0.185 0.111 0.001
H -0.186 -0.617 -1.227 -0.044 -0.251 -0.276 0.000
H 1.157 0.132 1.400 0.069 -0.537 0.231 -0.001
H 0.706 1.291 0.287 0.184 0.045 -0.548 0.000
H 2.313 0.461 -1.645 -0.166 0.041 -0.003 0.000